Below is C6H28Fe2O17 as an isolated structure, with properties calculated with ωB97M-V/def2-TZVPD.

XYZ file:
```
53
Properties=species:S:1:pos:R:3:forces:R:3:nbo_charge:R:1
Fe -2.1111 3.3597 -0.0624 1.074 -0.657 -0.754 1.68
Fe 1.2544 -4.9554 -2.3076 -1.139 2.832 1.982 1.69
C -0.9578 -1.4925 -2.0023 -0.016 0.821 0.516 -0.36
C -1.5253 -0.2227 -1.6397 0.003 0.451 1.106 0.51
C -1.1240 0.4176 -0.2851 0.909 -0.083 0.455 0.52
O -1.7236 1.4435 0.1604 -0.360 -0.355 -0.576 -0.84
C -0.0432 -0.1358 0.3959 -2.285 0.917 -1.397 -0.55
C 0.5112 -1.3576 -0.0063 1.455 0.604 1.867 0.54
C -0.0230 -2.0886 -1.2100 -1.210 -0.605 -1.541 0.34
O 0.3194 -3.3163 -1.5087 1.853 -2.150 -0.616 -0.88
O 1.4650 -1.7369 0.7113 0.199 -1.500 -1.019 -0.72
O -2.3427 0.3786 -2.3269 0.067 0.131 -0.187 -0.65
H -1.3803 -1.9120 -2.9037 0.236 -0.404 0.044 0.25
H 0.2384 0.3954 1.2904 0.568 -0.352 0.080 0.21
O -1.0769 1.0662 3.6133 0.144 0.145 -0.050 -0.92
H -0.1678 1.2371 3.8841 -0.086 0.049 0.082 0.47
H -1.0135 0.8032 2.6904 -0.211 -0.008 -0.003 0.46
O 1.9447 2.0187 -1.2635 -0.070 -0.059 -0.247 -0.96
H 2.0904 1.8555 -2.2056 0.015 0.080 0.064 0.50
H 1.9965 1.1476 -0.8492 -0.053 0.128 0.095 0.50
O -2.5707 3.0896 -2.0787 -0.353 0.052 -0.060 -1.02
H -2.4327 2.1661 -2.3924 -0.067 -0.054 0.481 0.54
H -2.9368 3.5724 -2.8308 0.026 0.237 0.243 0.53
O -1.5183 3.9568 1.7781 0.099 0.337 0.429 -1.03
H -0.5805 3.8201 2.0552 0.041 -0.247 -0.340 0.56
H -2.0102 4.1052 2.5989 -0.135 -0.109 -0.173 0.54
O 4.0850 -2.8383 -0.0721 -0.576 -0.406 -0.129 -0.99
H 3.2046 -2.5210 0.2000 0.073 0.252 0.086 0.50
H 4.6897 -2.5617 0.6268 0.063 -0.114 -0.099 0.51
O 2.8391 0.4142 2.2499 -0.438 0.108 -0.093 -0.96
H 2.4486 0.5951 3.1133 0.223 -0.127 0.063 0.47
H 2.3823 -0.3825 1.9310 0.046 0.075 -0.033 0.49
O -0.1127 3.7239 -0.7571 0.052 0.583 0.134 -1.03
H 0.6406 3.1333 -1.0089 -0.242 -0.325 0.199 0.54
H 0.2643 4.6126 -0.7212 -0.040 -0.067 -0.008 0.51
O -0.6019 1.1827 -4.1859 -0.282 -0.078 -0.057 -0.97
H -1.4270 0.7572 -3.8944 0.375 0.094 -0.301 0.48
H -0.6584 1.2146 -5.1482 0.090 0.048 0.057 0.48
O 0.9921 -3.7141 3.2483 0.051 0.016 -0.168 -0.95
H 1.4119 -3.4029 4.0582 -0.077 -0.088 0.011 0.48
H 1.3449 -3.1534 2.5499 0.015 0.133 -0.032 0.47
O -2.0442 -2.2114 1.9443 0.044 -0.060 -0.345 -0.93
H -1.2144 -1.7257 1.9499 0.006 -0.055 0.222 0.45
H -1.7844 -3.1383 2.0040 -0.047 0.053 0.204 0.48
O -4.7575 -1.0539 -2.3705 0.176 -0.028 -0.096 -0.94
H -3.9333 -0.6422 -2.6642 -0.376 -0.033 0.083 0.47
H -5.1325 -0.4357 -1.7354 -0.042 -0.066 -0.017 0.47
O 1.2484 3.2595 2.2543 -0.045 -0.126 -0.073 -0.99
H 1.9821 3.7829 2.6003 -0.099 0.025 0.006 0.50
H 1.6706 2.4857 1.8467 -0.019 0.114 0.059 0.50
O 2.5090 -5.0521 -0.7642 0.217 -0.651 -0.118 -1.05
H 3.2952 -4.4728 -0.6619 0.290 0.517 0.156 0.56
H 2.3764 -5.4713 0.1021 -0.144 0.007 -0.195 0.55
```
Positions in Å, forces in eV/Å.

Total charge: +2
Expectation value of S²: 20.02
Orbital gap (spin up / spin down): 5.796 / 5.482 eV
HOMO energy (spin up / spin down): -0.522 / -0.520 hartree
Spin multiplicity: 9



Below is a 8-piece molecular cluster, C6H28NO7 overall, with properties calculated with ωB97M-V/def2-TZVPD.

XYZ file:
```
42
Properties=species:S:1:pos:R:3:forces:R:3:nbo_charge:R:1
C -0.5353 2.0010 -1.5134 0.177 0.249 -0.208 -0.65
C -0.3432 0.4860 -1.3105 -0.852 0.101 -2.838 -0.06
C -1.1758 -0.1052 -0.2132 0.268 0.408 1.297 -0.44
C -2.6674 -0.3319 -0.5132 1.645 0.582 0.240 0.01
C -3.0442 -0.8855 -1.6528 -0.705 -1.183 -0.252 -0.40
C -3.6237 0.1599 0.5291 -1.447 -0.392 0.082 -0.66
N 1.1070 0.0830 -1.1088 -1.945 -0.416 0.100 -0.74
H 0.3192 2.6679 -1.3385 0.207 -0.555 0.294 0.23
H -1.2955 2.3044 -0.7807 -0.177 0.291 -0.768 0.23
H -0.7726 2.1850 -2.5868 -0.417 0.098 1.034 0.24
H -0.8062 0.0652 -2.2702 1.526 0.014 1.148 0.23
H -1.1048 0.6105 0.6357 -0.203 -0.558 -0.207 0.20
H -0.6003 -1.0025 0.0889 -0.904 -0.149 0.080 0.19
H -2.4369 -1.3739 -2.4276 0.185 0.656 0.479 0.20
H -4.0981 -1.1031 -1.7821 -0.100 0.231 -0.114 0.21
H -3.3351 0.0540 1.5857 0.190 -0.275 -0.631 0.24
H -3.9551 1.1948 0.4347 0.630 0.262 -0.266 0.24
H -4.5673 -0.3666 0.3561 0.068 -0.217 0.300 0.23
H 1.3303 -0.8261 -1.5458 0.114 0.485 0.066 0.47
H 1.1512 -0.0834 -0.0819 0.910 0.344 -0.476 0.45
H 1.7743 0.8140 -1.3928 0.219 -0.233 0.401 0.47
H 3.4615 1.5610 0.1775 0.101 0.684 0.117 0.52
H 3.5664 2.4890 -1.1087 0.256 0.065 0.403 0.50
O 3.2335 1.6592 -0.7580 -0.165 -0.359 -0.450 -1.00
H -0.1992 -3.6573 -1.5519 0.060 -0.187 0.621 0.50
H 1.0731 -3.0197 -0.7529 -0.433 -0.586 0.283 0.48
O 0.6028 -3.1345 -1.5821 0.411 0.818 -0.819 -0.98
H -2.5649 2.6626 2.8023 -0.224 -0.214 0.091 0.49
H -1.3034 2.3732 2.0629 -0.036 -0.027 -0.012 0.46
O -2.1318 1.9475 2.3178 0.502 0.583 0.116 -0.94
H 0.9859 -3.5890 2.2134 0.348 0.041 0.841 0.49
H 0.2623 -2.4719 1.6567 -0.353 0.336 0.332 0.45
O 0.7046 -2.7007 2.4890 -0.191 -0.438 -1.230 -0.93
H 0.4252 0.3895 1.9532 0.262 0.610 -0.041 0.48
H 1.1186 -0.8127 2.3710 0.987 -0.102 -0.063 0.52
O 1.3234 0.0255 1.9021 -1.381 -0.880 0.197 -0.97
H 2.8524 -2.5753 -1.9425 0.599 0.097 -0.109 0.51
H 3.8520 -1.4851 -1.3087 0.139 -0.358 -0.326 0.51
O 2.9613 -1.8451 -1.3219 -0.517 -0.020 0.329 -1.00
H 2.5412 2.5863 2.6913 -0.102 -0.184 0.064 0.48
H 2.7505 1.0848 2.2703 -0.229 0.632 0.426 0.50
O 3.1641 1.9654 2.3072 0.581 -0.254 -0.533 -0.98
```
Positions in Å, forces in eV/Å.

Total charge: +1
Orbital gap: 9.701 eV
HOMO energy: -0.461 hartree



Below is a 9-piece molecular cluster, C6H28NO8 overall, with properties calculated with ωB97M-V/def2-TZVPD.

XYZ file:
```
43
Properties=species:S:1:pos:R:3:forces:R:3:nbo_charge:R:1
C 0.9095 0.5514 -1.9963 -1.945 -3.078 1.555 -0.22
C -0.3082 -0.4645 -1.6328 0.664 2.816 -0.399 -0.46
C -0.3646 -0.8435 -0.1890 0.651 0.730 0.701 -0.28
C -1.3259 -1.5426 0.3995 -2.284 -0.749 -0.273 -0.18
C -1.4493 -2.2865 1.6911 0.293 4.425 0.779 -0.22
C -1.6864 -1.7253 2.8910 0.660 -1.373 0.344 -0.39
N 0.7212 1.7957 -1.2201 0.937 -1.922 3.608 -0.72
H 0.9025 0.7701 -3.0368 -0.082 0.333 -0.751 0.23
H 1.8170 0.0118 -1.7418 0.241 0.607 0.145 0.22
H -1.1738 0.1763 -1.7914 -0.407 -0.554 -0.671 0.25
H -0.2644 -1.2864 -2.3256 -0.198 -0.348 -0.115 0.25
H 0.3551 -0.3026 0.4338 0.610 -1.028 0.258 0.18
H -2.2919 -1.7057 -0.1407 1.338 -0.447 -0.403 0.24
H -1.4003 -3.2883 1.4818 0.295 -2.611 0.222 0.21
H -1.8962 -0.6355 3.0027 0.402 -1.073 0.048 0.20
H -1.5891 -2.4216 3.7930 -0.696 1.382 -1.161 0.22
H -0.2134 2.2072 -1.3796 -0.623 0.135 -0.322 0.46
H 1.3905 2.4240 -1.5868 1.214 1.096 0.165 0.43
H 0.8404 1.5992 -0.0897 -0.249 0.938 -3.587 0.45
H 2.4139 0.4804 1.9993 -0.093 -0.425 0.332 0.49
H 2.1334 -0.1092 3.4391 -0.340 0.802 -1.231 0.50
O 1.7931 0.5125 2.7416 0.653 -0.834 1.069 -0.98
H -0.1501 2.6374 2.8588 -0.593 -2.695 -2.294 0.51
H 0.0618 1.0416 2.5675 -0.200 1.556 -0.496 0.53
O -0.3574 1.8678 2.1648 1.075 1.363 2.721 -1.04
H -2.0938 2.2561 -0.8075 0.627 0.437 -2.164 0.53
H -2.1686 3.0531 -2.2610 -1.553 1.534 -1.199 0.50
O -1.6465 2.5051 -1.7394 0.135 -1.843 3.391 -1.01
H 4.0351 1.0066 -1.6758 1.129 -1.625 0.285 0.48
H 3.4979 2.2227 -0.8934 0.538 -0.775 -1.467 0.47
O 3.5499 1.7898 -1.7921 -1.332 2.636 1.300 -0.94
H 3.8757 -1.4964 0.3711 -1.645 -0.165 0.359 0.47
H 2.6206 -2.2548 -0.2085 0.669 1.201 1.284 0.50
O 2.8841 -1.5585 0.4966 1.598 -0.691 -1.565 -1.01
H -4.0160 -0.3524 -2.2961 0.284 -0.010 0.900 0.49
H -3.4609 -0.2106 -0.8384 -0.312 2.669 2.818 0.48
O -3.4849 -0.7336 -1.5735 -0.251 -2.425 -3.801 -0.96
H -2.5434 2.0255 1.3231 -0.206 -0.911 -1.294 0.50
H -1.5175 1.0632 0.9120 -0.544 -0.107 -0.465 0.51
O -2.3831 1.3796 0.5722 0.071 1.235 1.463 -0.97
H 1.4676 -4.1868 -0.5753 0.022 2.014 -1.044 0.50
H 1.0472 -2.7095 -0.3460 -0.948 0.174 0.336 0.48
O 1.4691 -3.2628 -1.0016 0.397 -2.393 0.621 -0.94
```
Positions in Å, forces in eV/Å.

Total charge: +1
Orbital gap: 9.359 eV
HOMO energy: -0.451 hartree



Summary of ΔE to the lowest compared entry with this formula, charge and spin in kcal per mole
0.0, 56.4, 51.7
(order as listed above)
Summary of largest force on an atom in eV Å⁻¹
3.64, 2.96, 4.52
(order as listed above)